C61H56CrN5OS5Si as an isolated structure, computed with ωB97M-V/def2-TZVPD.

Its net charge is +2. Its highest occupied orbital energy (alpha / beta) is -12.26 / -12.31 eV. As for the LUMO energy (alpha / beta): -5.21 / -4.51 eV. Its spin multiplicity is 4.

Structure (XYZ):
```
130
Properties=species:S:1:pos:R:3:forces:R:3:lowdin_charge:R:1
Cr 0.99431 -0.25263 -0.15757 -0.0447 0.1075 0.2229 0.777
N -0.32308 1.01493 -0.89094 0.4998 0.1211 -0.1482 -0.357
S -1.65031 1.53444 -0.54042 -0.2759 -0.2418 -0.1549 0.830
N -2.93875 0.56589 -0.87294 -0.0503 0.0965 0.1516 -0.353
S -3.80880 -0.35431 0.01100 0.3648 0.0100 0.0524 0.899
N -3.14982 -1.50197 0.83474 -0.2252 -0.0923 -0.1966 -0.340
S -1.71573 -2.10174 0.29836 -0.2280 0.3382 0.2087 0.799
N -0.60849 -1.18620 0.52935 0.5452 -0.1650 0.3457 -0.347
C -2.03200 -2.64285 -1.37168 -0.0602 -0.1187 0.0803 -0.325
C -1.31470 -2.06586 -2.40657 -0.1096 -0.0399 0.1374 -0.065
C -1.58862 -2.46308 -3.70765 0.0058 -0.0148 -0.0925 -0.042
C -2.56329 -3.42159 -3.95122 0.0094 0.0145 -0.0430 -0.043
C -3.28092 -3.98920 -2.90114 -0.0183 0.0037 -0.0033 -0.044
C -3.02155 -3.59801 -1.59976 0.0102 0.1101 -0.0073 -0.079
C -1.67327 -3.60503 1.23566 -0.1336 -0.0919 -0.0231 -0.322
C -2.00260 -3.54775 2.58477 -0.0060 0.1174 -0.0348 -0.057
C -1.89700 -4.69956 3.34606 0.0269 -0.0241 0.0226 -0.047
C -1.45769 -5.88289 2.76082 -0.0066 -0.0255 0.0085 -0.044
C -1.11405 -5.92030 1.41549 0.0268 -0.0172 0.0360 -0.047
C -1.21695 -4.77424 0.64002 0.0510 0.0480 0.0217 -0.089
C -4.80480 0.48643 1.19833 0.0403 -0.0812 0.1819 -0.321
C -5.71058 1.42801 0.72321 0.0171 -0.0168 -0.0564 -0.060
C -6.49371 2.10856 1.63760 -0.0586 0.0355 0.0035 -0.042
C -6.37367 1.83297 2.99774 -0.0118 -0.0115 0.0008 -0.040
C -5.47174 0.87879 3.45048 -0.0356 0.0312 0.0528 -0.043
C -4.67129 0.19374 2.54787 0.0634 0.0497 -0.0820 -0.049
C -4.97854 -0.99640 -1.14676 0.0491 -0.0313 -0.1108 -0.328
C -5.90498 -1.90835 -0.65316 0.0391 0.0105 0.0744 -0.059
C -6.82216 -2.45418 -1.53272 -0.0469 -0.0333 -0.0201 -0.043
C -6.80238 -2.08552 -2.87606 0.0067 -0.0123 -0.0057 -0.040
C -5.86639 -1.17411 -3.34763 -0.0582 -0.0356 -0.0438 -0.044
C -4.93830 -0.61659 -2.47951 0.0595 0.0092 0.0504 -0.055
C -2.08227 2.91583 -1.56381 -0.1959 -0.0186 -0.0973 -0.316
C -1.06689 3.81137 -1.85247 0.1384 -0.0449 0.0775 -0.050
C -1.36158 4.96483 -2.55984 -0.0400 0.1160 -0.0558 -0.038
C -2.66472 5.21092 -2.97458 0.0062 -0.0232 0.0049 -0.041
C -3.67183 4.29080 -2.70443 0.0051 0.0575 -0.0002 -0.046
C -3.38585 3.13502 -1.99533 0.0912 -0.0371 -0.0409 -0.081
C -1.94498 2.15746 1.12270 -0.0026 0.0630 -0.0954 -0.290
C -1.25715 1.61505 2.20102 -0.3580 -0.0655 -0.0793 -0.116
C -1.51359 2.09887 3.47630 -0.0664 -0.0687 0.0109 -0.059
C -2.43457 3.12096 3.66487 0.0259 -0.0303 0.0541 -0.049
C -3.10740 3.66473 2.57825 -0.0477 0.0230 0.0280 -0.048
C -2.86804 3.18639 1.30045 0.0517 -0.0006 0.0050 -0.056
H -0.57858 -1.30615 -2.18900 0.0050 0.0592 -0.0549 0.078
H -1.03588 -2.02666 -4.53132 -0.0504 -0.0200 0.0456 0.119
H -2.76800 -3.73068 -4.96976 0.0147 0.0097 0.0653 0.119
H -4.03898 -4.73776 -3.09835 0.0420 0.0500 0.0032 0.121
H -3.56994 -4.02467 -0.76661 0.0091 0.0067 -0.0933 0.127
H -2.33644 -2.61111 3.01977 0.0086 -0.1450 -0.0154 0.107
H -2.16170 -4.67726 4.39561 0.0214 -0.0052 -0.0400 0.118
H -1.38403 -6.78343 3.35869 -0.0048 0.0549 -0.0305 0.119
H -0.76930 -6.84352 0.96609 -0.0175 0.0438 0.0244 0.120
H -0.94966 -4.79253 -0.41077 -0.0239 -0.0457 0.0978 0.115
H -5.81032 1.61033 -0.34218 -0.0212 0.0086 0.0835 0.118
H -7.20973 2.84338 1.28873 0.0458 -0.0517 0.0453 0.121
H -7.00038 2.35958 3.70834 0.0433 -0.0342 -0.0523 0.121
H -5.39634 0.65627 4.50878 0.0004 0.0456 -0.0841 0.121
H -3.95737 -0.55469 2.86624 -0.0793 0.0715 0.0239 0.103
H -5.89904 -2.18465 0.39721 -0.0291 0.0057 -0.0989 0.128
H -7.55458 -3.16654 -1.17205 0.0402 0.0552 -0.0347 0.121
H -7.52630 -2.51504 -3.55885 0.0475 0.0330 0.0426 0.120
H -5.85749 -0.89380 -4.39422 -0.0020 -0.0222 0.0671 0.120
H -4.18765 0.08703 -2.81744 -0.0724 -0.0655 -0.0302 0.108
H -0.05973 3.59129 -1.52742 -0.0255 0.0689 -0.0128 0.083
H -0.57429 5.67460 -2.78474 -0.0528 -0.0537 0.0054 0.120
H -2.89728 6.11876 -3.51754 0.0200 -0.0486 0.0135 0.119
H -4.68399 4.47765 -3.04130 0.0511 -0.0146 -0.0071 0.117
H -4.15379 2.40450 -1.78827 -0.0291 0.0483 0.0065 0.084
H -0.54377 0.83013 2.04787 0.1260 -0.2217 -0.0218 0.060
H -0.98252 1.67825 4.32195 -0.0104 0.0385 -0.0413 0.123
H -2.62369 3.50085 4.66225 0.0173 -0.0144 -0.0608 0.120
H -3.81947 4.46819 2.72253 0.0390 -0.0339 -0.0051 0.121
H -3.38780 3.62158 0.45648 0.0339 -0.0138 0.0924 0.111
O 2.77410 -0.00604 -0.04527 -0.2346 0.1413 -0.1159 -0.487
S 1.87014 2.20473 1.29148 0.1046 0.2449 0.0670 0.910
C 1.25960 3.76872 2.04929 -0.0980 -0.1437 0.0020 -0.386
C 1.56459 4.91173 1.07653 0.1852 -0.0891 0.0035 -0.223
C 2.73862 4.46569 0.20499 -0.1680 -0.0856 -0.0126 -0.227
C 2.43114 3.04024 -0.23071 -0.0519 0.0364 0.1801 -0.414
H 1.81314 3.88304 2.97853 -0.0299 0.0232 0.0654 0.080
H 0.19728 3.68086 2.28215 0.1731 0.1248 -0.0255 0.046
H 1.79992 5.82502 1.62371 -0.0650 0.0079 -0.0107 0.118
H 0.69269 5.11458 0.45463 -0.0876 -0.0023 -0.0685 0.099
H 3.65854 4.45689 0.79268 0.0409 0.0425 -0.0464 0.107
H 2.88472 5.11537 -0.65955 0.0212 0.0229 0.0307 0.122
H 3.30708 2.52663 -0.60434 0.0319 -0.0356 -0.0346 0.046
H 1.63617 2.98507 -0.97322 0.0705 0.0104 -0.0407 0.045
S 2.40990 -4.58071 -0.29970 -0.0292 -0.0397 0.0150 1.105
C 2.60937 -3.89872 -1.85556 0.0597 -0.1833 0.0185 -0.337
C 2.10373 -2.64784 -1.87424 -0.1001 0.2160 0.1756 -0.208
N 1.55329 -2.23261 -0.67361 0.0325 -0.1059 -0.5646 -0.119
C 1.63245 -3.17548 0.23246 0.0806 -0.0420 -0.0706 -0.480
H 3.09273 -4.44239 -2.65465 -0.0396 0.1152 0.0801 0.089
H 2.11344 -1.98277 -2.72166 0.0182 0.0464 0.0156 0.119
H 1.22709 -3.08577 1.23038 0.0761 0.0627 -0.0595 0.088
C 5.75905 -2.15510 -3.96170 -0.0284 0.0074 0.0591 -0.077
C 6.32160 -2.57870 -2.76377 -0.0022 -0.0106 -0.0053 -0.072
C 5.93532 -1.98840 -1.56442 -0.0590 -0.0124 0.0207 -0.074
C 4.97440 -0.97510 -1.53895 0.0192 -0.0861 0.0088 -0.239
C 4.42795 -0.55354 -2.75716 0.0548 -0.0333 0.0244 -0.135
C 4.81220 -1.13496 -3.95843 -0.0310 0.0121 0.0043 -0.083
Si 4.42806 -0.14428 0.04549 0.0075 -0.0494 0.0784 0.540
C 5.34952 1.47974 0.17745 -0.0298 0.0376 -0.0511 -0.254
C 5.47457 2.11906 1.41804 0.0088 0.0225 -0.0653 -0.110
C 6.25301 3.25971 1.55655 -0.0152 0.0029 0.0143 -0.079
C 6.92028 3.78553 0.45461 -0.0384 -0.0163 -0.0083 -0.073
C 6.80193 3.17144 -0.78513 -0.0172 -0.0041 0.0040 -0.069
C 6.02416 2.02626 -0.92002 -0.0214 0.0072 0.0290 -0.082
C 4.84445 -1.09278 1.60099 -0.0167 -0.0597 0.0284 -0.222
C 6.17279 -1.14161 2.04461 -0.0665 -0.0801 -0.0469 -0.089
C 6.51408 -1.82375 3.20585 -0.0013 0.0167 -0.0825 -0.065
C 5.53103 -2.46479 3.95015 0.0108 0.0344 -0.0329 -0.075
C 4.20647 -2.41036 3.53906 -0.0406 -0.0115 -0.0078 -0.080
C 3.87091 -1.72449 2.37798 0.2216 0.0371 0.0171 -0.097
H 6.06589 -2.61006 -4.89638 -0.0169 0.0307 0.0462 0.108
H 7.06823 -3.36555 -2.76367 -0.0494 0.0625 -0.0052 0.109
H 6.38782 -2.32486 -0.63465 -0.0476 -0.0012 -0.0902 0.102
H 3.69044 0.24769 -2.76132 0.0338 -0.0534 -0.0466 0.107
H 4.37971 -0.79121 -4.89243 0.0537 -0.0168 0.0522 0.107
H 4.96445 1.70910 2.28432 0.0590 0.0329 -0.0220 0.104
H 6.35193 3.73593 2.52594 -0.0053 -0.0358 -0.0533 0.109
H 7.53827 4.66922 0.56640 -0.0360 -0.0542 -0.0094 0.109
H 7.32814 3.57483 -1.64272 -0.0359 -0.0244 0.0435 0.108
H 5.95020 1.54426 -1.89130 0.0679 0.0563 0.0924 0.098
H 6.94616 -0.62673 1.47920 -0.0367 -0.0592 0.0741 0.114
H 7.54671 -1.85255 3.53243 -0.0458 0.0069 -0.0082 0.111
H 5.79797 -2.99214 4.85725 -0.0106 0.0009 -0.0221 0.108
H 3.43792 -2.89921 4.12847 0.0323 0.0537 -0.0189 0.103
H 2.83341 -1.64642 2.08334 -0.1085 -0.0107 0.0013 0.070
```
Positions in Å, forces in eV/Å.

=====

C61H59AsMoN3O2P2 as an isolated structure, computed with ωB97M-V/def2-TZVPD.

Its net charge is +3. Its highest occupied orbital energy (alpha / beta) is -14.89 / -14.89 eV. As for the LUMO energy (alpha / beta): -9.44 / -9.29 eV. Its spin multiplicity is 3.

Structure (XYZ):
```
129
Properties=species:S:1:pos:R:3:forces:R:3:lowdin_charge:R:1
Mo -0.51645 -0.28428 0.13706 0.5664 0.1092 -0.2744 1.425
C 3.15729 -4.99703 3.55765 -0.0190 -0.0182 -0.0181 -0.016
C 1.71108 -5.42721 3.23036 0.0676 0.0490 -0.0012 -0.550
C 1.73446 -6.71772 2.39687 -0.0426 -0.0128 -0.0192 -0.027
C 0.95330 -5.68236 4.53326 -0.0078 -0.0288 0.0463 -0.049
C 1.08894 -4.29951 2.42854 -0.0187 -0.0108 0.0679 -0.097
C 1.50160 -4.03526 1.12060 0.0644 -0.0989 0.0403 0.047
C 0.98855 -2.95992 0.44021 -0.2918 0.1940 0.1648 -0.058
N 0.07675 -2.12982 0.98897 0.3215 -0.3841 -0.0194 -0.058
C -0.36914 -2.39154 2.23805 -0.1099 0.3298 -0.2161 -0.196
C 0.11713 -3.44725 2.96425 0.0348 -0.2638 0.1806 0.088
C -1.37210 -1.42726 2.73891 0.1783 0.0534 -0.2918 -0.191
C -2.03929 -1.55882 3.92427 -0.0300 -0.0746 0.2662 0.077
C -2.94474 -0.58475 4.36535 -0.0107 -0.0461 0.0750 -0.100
C -3.10225 0.53353 3.54803 -0.0730 0.0526 0.0375 0.049
C -2.42866 0.60950 2.35131 0.2006 -0.2873 0.1023 -0.071
N -1.59245 -0.35675 1.92822 -0.1729 0.1443 0.0298 -0.052
C -3.67350 -0.76642 5.68447 0.0113 -0.0224 -0.0122 -0.551
C -4.73146 0.31256 5.91120 -0.0084 0.0684 -0.0097 -0.048
C -4.35569 -2.14676 5.69369 0.0014 -0.0208 -0.0259 -0.025
C -2.62640 -0.69773 6.81241 0.0317 -0.0112 -0.0060 -0.015
H 3.64545 -5.78669 4.13273 -0.0290 0.0512 -0.0389 0.103
H 3.17445 -4.08080 4.15328 -0.0007 -0.0471 -0.0326 0.098
H 3.74008 -4.83093 2.64740 -0.0311 -0.0160 0.0575 0.085
H 2.16127 -7.52072 2.99897 -0.0134 0.0236 -0.0301 0.101
H 2.34861 -6.62574 1.49850 -0.0375 0.0057 0.0559 0.081
H 0.72656 -7.01974 2.10016 0.0562 0.0113 0.0189 0.099
H 1.40569 -6.53001 5.04764 -0.0162 0.0237 -0.0011 0.101
H -0.09650 -5.93214 4.35136 0.0621 0.0053 0.0160 0.098
H 1.00673 -4.82975 5.21644 -0.0010 -0.0564 -0.0432 0.091
H 2.23955 -4.64987 0.62141 -0.0464 0.0299 0.0469 0.118
H 1.30807 -2.74462 -0.57048 -0.0747 0.0136 0.0977 0.078
H -0.24499 -3.60851 3.96894 0.0380 -0.0170 -0.0563 0.114
H -1.84355 -2.42778 4.53740 -0.0603 0.0516 -0.0088 0.124
H -3.74560 1.35433 3.83487 0.0100 -0.0642 -0.0228 0.125
H -2.52303 1.46992 1.71371 0.0187 0.0565 -0.0895 0.079
H -5.48265 0.32331 5.11571 0.0375 -0.0021 0.0519 0.096
H -4.29107 1.30948 5.99910 -0.0268 -0.0598 -0.0161 0.094
H -5.24982 0.10926 6.84867 0.0137 0.0177 -0.0416 0.102
H -5.05760 -2.25402 4.86063 0.0525 0.0205 0.0697 0.093
H -4.91996 -2.25836 6.62064 0.0318 -0.0002 -0.0408 0.103
H -3.63596 -2.96804 5.65245 -0.0575 0.0530 -0.0025 0.083
H -2.13803 0.27913 6.84358 -0.0274 -0.0569 -0.0091 0.100
H -1.85638 -1.46529 6.69981 -0.0463 0.0428 0.0278 0.087
H -3.12312 -0.85950 7.76996 0.0219 0.0050 -0.0247 0.104
N -1.48733 0.91172 -2.54103 -0.1406 -0.0633 0.0395 -0.321
P -1.26000 1.87332 -1.12359 0.0751 0.3604 -0.4819 0.935
C -2.65850 3.02517 -1.16996 0.0207 -0.0831 0.1326 -0.353
C -3.67024 3.08246 -0.21328 -0.0366 0.0503 -0.0844 -0.103
C -4.70516 3.99862 -0.34821 0.0037 -0.0423 0.0150 -0.047
C -4.73969 4.84945 -1.44334 0.0144 0.0246 -0.0335 -0.031
C -3.73562 4.79383 -2.40436 0.0080 0.0059 -0.0272 -0.035
C -2.69075 3.89432 -2.26619 -0.0124 0.0751 0.0544 -0.077
C 0.17243 2.92769 -1.41469 0.0173 -0.0400 0.0987 -0.392
C 0.83831 2.96112 -2.63137 -0.0285 0.0630 0.0444 -0.118
C 1.93344 3.80006 -2.79797 0.0055 0.0190 -0.0332 -0.050
C 2.35221 4.60666 -1.75011 -0.0234 0.0539 -0.0192 -0.049
C 1.68385 4.57641 -0.52873 -0.0478 -0.0050 -0.0320 -0.051
C 0.59857 3.73284 -0.35611 -0.0030 -0.0016 0.0149 -0.093
P -1.40298 -0.69214 -2.09659 -0.4889 0.3680 -0.0128 0.796
C -1.40130 -1.70707 -3.54973 0.3626 -0.0986 0.0801 -0.340
C -0.48783 -1.41596 -4.57069 -0.2133 -0.1599 0.0314 -0.114
C -0.52077 -2.15356 -5.73978 0.0017 -0.0172 -0.0114 -0.035
C -1.44475 -3.18566 -5.88010 -0.0016 -0.0146 -0.0396 -0.019
C -2.34093 -3.48092 -4.85985 -0.0036 -0.0519 0.0012 -0.033
C -2.32407 -2.74790 -3.68424 0.0126 0.0194 -0.0621 -0.058
C -2.80851 -1.12207 -1.05222 0.0600 -0.0651 0.0578 -0.418
C -3.91581 -0.27574 -0.87693 0.0393 -0.0376 0.0364 -0.076
C -4.89445 -0.61195 0.03431 -0.0612 -0.0539 0.0938 -0.032
C -4.78136 -1.78614 0.78646 -0.1071 0.0746 0.0208 -0.019
C -3.71113 -2.64596 0.59966 -0.0044 -0.0272 0.0385 -0.044
C -2.72237 -2.31764 -0.31774 -0.0892 0.0078 -0.1089 -0.133
H -2.04780 1.21622 -3.32929 0.0141 0.0676 -0.0984 0.104
H -3.67510 2.41723 0.63648 -0.0261 -0.0224 -0.0054 0.070
H -5.48538 4.04721 0.40221 0.0569 0.0028 -0.0435 0.120
H -5.54582 5.56527 -1.54584 0.0342 -0.0335 -0.0021 0.126
H -3.75641 5.46549 -3.25425 -0.0069 -0.0402 0.0580 0.125
H -1.88874 3.89480 -2.99788 -0.0292 -0.0001 0.0318 0.111
H 0.50044 2.34171 -3.44814 -0.0160 0.0851 0.0594 0.065
H 2.45742 3.81966 -3.74577 -0.0229 -0.0055 0.0180 0.120
H 3.20198 5.26389 -1.88307 -0.0205 -0.0046 0.0055 0.124
H 2.00822 5.21408 0.28333 -0.0057 -0.0175 -0.0086 0.122
H 0.08170 3.71058 0.59910 0.0111 0.0186 -0.0218 0.116
H 0.22758 -0.61618 -4.45975 -0.0614 -0.1000 -0.0154 0.033
H 0.17226 -1.92722 -6.54077 -0.0241 -0.0070 0.0322 0.127
H -1.46937 -3.76210 -6.79710 0.0014 0.0277 0.0432 0.128
H -3.06038 -4.28088 -4.98236 0.0371 0.0396 -0.0034 0.126
H -3.03473 -2.96886 -2.89885 -0.0013 -0.0008 -0.0513 0.106
H -4.01861 0.62110 -1.47318 0.0249 0.0388 0.0135 0.104
H -5.76142 0.02756 0.15295 0.0378 -0.0446 0.0101 0.128
H -5.55801 -2.04231 1.49990 0.0595 0.0331 -0.0700 0.127
H -3.65243 -3.57637 1.15186 -0.0070 0.0387 -0.0334 0.128
H -1.92234 -3.01961 -0.51429 0.1117 -0.0202 0.0374 0.110
C 3.98363 1.29252 -6.19164 0.0691 -0.0405 0.0585 -0.047
C 2.61496 1.44568 -6.03030 -0.0745 -0.0016 0.0314 -0.059
C 1.99346 0.94258 -4.89240 0.2148 -0.0595 -0.1583 -0.163
C 2.74337 0.28951 -3.92044 -0.4263 0.0130 -0.0571 -0.354
C 4.11307 0.12285 -4.08584 0.0492 0.0532 -0.1085 -0.076
C 4.72805 0.62640 -5.22297 -0.0109 0.0211 -0.0507 -0.041
As 1.93234 -0.41218 -2.28345 0.4603 0.0937 0.3762 1.374
C 2.67505 -2.20166 -2.22175 -0.1135 0.1589 -0.2807 -0.368
C 2.29433 -3.30035 -2.97653 -0.0570 -0.0158 -0.0156 -0.082
C 2.96281 -4.50644 -2.80528 -0.0105 -0.0298 0.0009 -0.053
C 3.99681 -4.59725 -1.88072 0.0605 0.0512 0.0830 -0.050
C 4.37129 -3.49068 -1.12355 0.0782 -0.1199 0.0722 -0.011
C 3.70787 -2.28042 -1.28623 0.2453 0.1871 0.1488 -0.220
C 4.04185 -1.00096 -0.60042 -0.0141 -0.2751 -0.1088 -0.197
C 5.06013 -0.81056 0.32689 0.1354 -0.0048 0.1270 0.000
C 5.34930 0.46874 0.78637 0.0141 -0.0818 0.0129 -0.043
C 4.63284 1.56794 0.32176 -0.0147 -0.0173 -0.0643 -0.063
C 3.58977 1.38503 -0.57658 -0.0285 -0.0025 -0.0957 -0.091
C 3.29946 0.10125 -1.01772 -0.1209 0.1515 -0.1434 -0.347
H 4.47108 1.68683 -7.07390 -0.0014 -0.0228 0.0231 0.120
H 2.02916 1.95374 -6.78755 0.0338 -0.0271 0.0389 0.118
H 0.92222 1.05831 -4.78622 0.0872 0.0774 -0.0729 0.068
H 4.70858 -0.39347 -3.34404 -0.0103 -0.0005 0.0415 0.113
H 5.79485 0.49377 -5.35180 -0.0320 0.0227 -0.0110 0.120
H 1.49484 -3.22597 -3.70506 0.0218 0.0056 0.0002 0.096
H 2.69188 -5.36701 -3.40473 0.0140 0.0347 0.0389 0.117
H 4.52941 -5.53325 -1.76104 -0.0151 0.0486 -0.0043 0.120
H 5.19774 -3.57088 -0.42469 -0.0614 -0.0224 -0.0586 0.120
H 5.64976 -1.65031 0.67588 0.0017 0.0495 -0.0137 0.117
H 6.15321 0.61406 1.49784 -0.0263 -0.0232 -0.0478 0.120
H 4.89580 2.56525 0.65397 -0.0217 -0.0355 0.0064 0.119
H 3.01735 2.23633 -0.93369 0.0972 -0.1599 0.0652 0.082
O 1.12660 0.06903 2.83379 -0.0051 0.0301 -0.2051 0.077
C 1.60942 0.67099 1.91453 -0.2399 -0.3031 -0.0056 -0.353
O 1.08846 0.67505 0.65588 -0.5033 -0.1157 0.7893 -0.348
H 2.51103 1.27595 2.00949 0.1110 0.1320 -0.2823 0.141
```
Positions in Å, forces in eV/Å.